The following is a quantum chemistry calculation of a structure of composition C3H7NS2, from OMol25.

Last column: Löwdin charge in e.
Positions of all 13 atoms, in Å:
1 N -0.24467 -0.58913 1.34034  -0.472
2 C 1.39981 0.71650 -0.16407  -0.532
3 H -0.78238 -1.91974 -0.22068  0.048
4 H 1.23606 1.77668 0.12797  0.066
5 H -0.62797 0.30626 1.77931  0.079
6 H 0.94772 -0.74449 -1.79683  0.088
7 C -0.83161 -0.90478 0.06475  -0.709
8 H -0.33852 0.83981 -1.36497  0.091
9 C 0.45017 0.00202 -1.13605  -0.159
10 S -2.51188 -0.42566 -0.15541  0.751
11 S 1.44179 -0.34995 1.33346  0.806
12 H 2.51907 0.68237 -0.48272  0.088
13 H -2.65759 0.61012 0.67491  -0.144

The value obtained for the LUMO energy is 0.0246 Ha. Its total charge is 0. The value obtained for the energy above the lowest of the compared OMol25 structures with the same formula, charge and spin is 2.502 eV. Its spin multiplicity is 1. The value obtained for the total energy is -969.54535 Eh.